[1]
{"formula": "C5H10O2", "method": "ωB97M-V/def2-TZVPD", "species": ["C", "C", "C", "C", "C", "O", "O", "H", "H", "H", "H", "H", "H", "H", "H", "H", "H"], "xyz": [[0.2221, 0.3026, -1.7101], [-0.3165, 0.2763, -0.2990], [-0.9986, 1.5980, 0.0650], [0.7129, -0.1062, 0.7597], [0.7836, -1.5775, 1.0969], [1.7922, -2.2036, 1.2962], [-0.4349, -2.1552, 1.1928], [-0.5531, 0.5522, -2.4373], [0.8951, 1.1413, -1.8764], [0.6445, -0.6259, -2.0840], [-1.1213, -0.4585, -0.2157], [-1.5083, 1.4811, 1.0190], [-0.3087, 2.4351, 0.2117], [-1.7596, 1.8597, -0.6694], [0.4975, 0.3811, 1.7149], [1.7313, 0.1799, 0.5096], [-0.2782, -3.0804, 1.4259]], "atomic_forces_ev_per_a": [[-0.33, 0.46, -0.86], [-0.71, 0.18, 0.35], [0.05, 0.05, 0.28], [0.40, -0.35, 0.29], [0.12, -0.09, -0.15], [-0.04, 0.11, -0.01], [-0.05, 0.08, 0.00], [-0.46, -0.20, 0.20], [0.61, -0.14, 0.32], [0.34, -0.11, 0.30], [0.12, -0.10, -0.27], [-0.13, -0.04, 0.13], [0.08, -0.08, -0.32], [0.10, 0.12, -0.09], [-0.16, 0.06, -0.02], [0.05, 0.14, -0.18], [0.02, -0.08, 0.04]], "gap_ev": 11.2, "charge": 0, "e_tot_ha": -347.012545, "mol_weight_g_mol": 102.13}

[2]
{"formula": "C7H6ClFN2O2S", "method": "ωB97M-V/def2-TZVPD", "species": ["C", "C", "C", "C", "C", "C", "C", "N", "N", "O", "O", "F", "S", "Cl", "H", "H", "H", "H", "H", "H"], "xyz": [[-2.1292, 0.0198, 0.2701], [-1.9951, -1.3403, 0.1505], [0.3199, -1.2108, 0.5047], [0.3254, 0.2454, 0.3797], [-0.9735, 0.7538, 0.2684], [-0.8286, -1.9515, 0.3815], [1.6592, 2.5249, 0.2961], [1.5025, 1.1486, 0.4258], [-1.0699, 2.1437, 0.2864], [2.1141, -0.2492, -2.1310], [1.8283, -2.5419, -1.5363], [2.9965, 2.6425, 0.2009], [1.2406, -1.3671, -2.0663], [-0.8278, -3.6581, 0.2729], [-3.0700, 0.5476, 0.2063], [-2.8395, -1.9244, 0.1085], [1.2904, -1.6479, 0.6470], [2.4561, 0.7432, 0.3946], [-0.1117, 2.6114, 0.3928], [-1.8876, 2.5101, 0.5474]], "atomic_forces_ev_per_a": [[-0.97, -0.13, -0.68], [-1.96, 0.83, 0.65], [3.64, 2.06, -0.45], [1.53, -0.07, 0.61], [0.39, 5.57, 0.58], [0.91, -0.80, -0.44], [-0.44, -2.80, 0.25], [-0.61, -0.38, -0.44], [5.18, -4.19, -0.80], [0.87, 1.94, -0.12], [0.95, -2.29, 0.21], [-0.22, 0.63, 0.11], [-1.56, -0.29, -0.24], [0.43, -0.04, 0.26], [-0.06, -0.19, 0.00], [-1.86, -1.24, -0.39], [-0.01, -0.49, 0.23], [-1.01, -0.62, -0.02], [-1.47, 0.47, -0.26], [-3.73, 2.04, 0.95]], "s_squared": 2.0291, "gap_ev": [4.7, 6.2], "charge": 0, "e_tot_ha": -1488.363551, "mol_weight_g_mol": 236.66, "multiplicity": 3}

[3]
{"formula": "C27H30N2O2", "method": "ωB97M-V/def2-TZVPD", "species": ["O", "C", "C", "C", "C", "C", "C", "C", "C", "C", "C", "C", "C", "N", "C", "C", "C", "C", "O", "C", "C", "C", "C", "C", "C", "H", "H", "H", "H", "H", "H", "H", "H", "H", "H", "H", "H", "H", "H", "H", "H", "H", "H", "H", "C", "N", "C", "C", "C", "C", "H", "H", "H", "H", "H", "H", "H", "H", "H", "H", "H"], "xyz": [[-3.5068, 1.6035, -3.1138], [-2.5053, 0.8987, -3.1038], [-1.7210, 0.3869, -1.9068], [-2.0957, 0.7731, -0.6580], [-1.6665, 0.6561, 0.7275], [-0.5560, 1.3604, 1.2404], [-0.0656, 1.1319, 2.5227], [-0.8663, 0.4097, 3.4556], [-2.1469, -0.0666, 3.0359], [-2.4883, -0.0057, 1.6853], [-3.0784, -0.6185, 4.0683], [-2.3777, -1.1293, 5.3294], [-1.3102, -0.1616, 5.8104], [-0.4202, 0.2144, 4.7368], [0.8082, 0.8155, 5.1988], [1.8499, 0.8966, 4.1008], [1.2822, 1.6469, 2.9113], [-0.8893, -0.7478, -2.3994], [-0.5415, -1.7401, -1.7635], [-0.7958, -0.5746, -3.8861], [-0.0316, -1.2595, -4.8484], [-0.2935, -1.0060, -6.2086], [-1.4027, -0.2242, -6.6015], [-2.2105, 0.3776, -5.6278], [-1.8257, 0.3006, -4.2902], [-3.0887, 1.2487, -0.6678], [-0.0729, 2.0962, 0.5949], [-3.4216, -0.4751, 1.3358], [-3.6708, -1.4214, 3.6239], [-3.7904, 0.1503, 4.4055], [-1.9262, -2.1075, 5.1310], [-3.0886, -1.2536, 6.1502], [-0.7056, -0.6099, 6.6132], [-1.7835, 0.7432, 6.2365], [0.6131, 1.8288, 5.5937], [1.1926, 0.2264, 6.0382], [2.7365, 1.4029, 4.4755], [2.1403, -0.1101, 3.7799], [1.9578, 1.5585, 2.0557], [1.2321, 2.7196, 3.1559], [0.7554, -1.9641, -4.5485], [0.3601, -1.4171, -6.9910], [-1.6317, -0.0691, -7.6596], [-3.1237, 0.9112, -5.8913], [1.8338, 0.9935, -0.7352], [1.7891, -0.0555, -1.6953], [2.5802, 0.3648, -2.8887], [3.2713, -0.8992, -3.4197], [3.0528, -2.0059, -2.3683], [2.3806, -1.3190, -1.1631], [1.3884, 0.6108, 0.1774], [2.8554, 1.3499, -0.5105], [1.2601, 1.8256, -1.1486], [1.9411, 0.8568, -3.6412], [3.3720, 1.0860, -2.5950], [2.9025, -1.1813, -4.4081], [4.3425, -0.7106, -3.5407], [2.4211, -2.8158, -2.7527], [4.0018, -2.4607, -2.0608], [3.1620, -1.0892, -0.4085], [1.6162, -1.9459, -0.6879]], "atomic_forces_ev_per_a": [[1.34, -0.77, 0.09], [-0.74, 0.10, 0.25], [-0.82, 0.21, 1.20], [-1.51, 0.07, -1.07], [0.58, -0.21, 1.70], [-0.45, -0.70, -0.53], [-1.12, -0.30, 0.26], [-0.28, 0.44, -1.27], [0.93, 0.35, -0.26], [0.36, 0.22, -0.47], [-0.51, -0.17, 0.48], [0.19, -0.23, 0.02], [-0.25, 0.13, -0.14], [0.48, -0.49, 0.65], [0.21, 0.33, 0.02], [-0.10, -0.19, -0.14], [0.28, 0.70, 0.01], [1.33, -0.94, 0.97], [-0.68, 1.34, -0.97], [-0.37, -0.16, -0.82], [-0.21, 0.27, -0.01], [-0.13, 0.20, 0.14], [0.14, -0.02, 0.59], [0.31, 0.24, -0.16], [0.10, -0.80, -0.39], [0.37, 0.41, -0.45], [0.09, -0.47, 0.21], [0.43, 0.23, 0.28], [-0.08, 0.03, 0.08], [0.09, 0.00, -0.33], [0.04, 0.12, 0.04], [-0.09, -0.13, -0.18], [-0.20, 0.06, -0.23], [0.00, -0.14, -0.02], [0.04, -0.04, -0.04], [-0.10, -0.01, -0.09], [0.11, -0.03, 0.05], [-0.04, 0.03, 0.15], [-0.01, 0.07, 0.09], [-0.02, -0.15, -0.06], [-0.41, 0.39, -0.09], [-0.37, 0.03, 0.48], [0.10, -0.20, 0.39], [0.33, 0.05, 0.01], [-0.33, 0.15, 0.34], [1.41, -0.64, -1.04], [0.11, -0.39, 0.31], [0.24, -0.04, -0.18], [-0.29, -0.17, 0.18], [0.36, 0.53, -0.44], [-0.08, 0.30, 0.05], [0.04, -0.08, -0.04], [-0.03, 0.20, 0.39], [0.12, -0.18, 0.32], [-0.38, -0.11, -0.02], [-0.04, -0.05, 0.12], [-0.15, 0.01, -0.04], [0.06, 0.21, 0.03], [-0.21, 0.05, -0.11], [-0.28, 0.04, -0.15], [0.06, 0.28, -0.16]], "gap_ev": 6.7, "charge": 0, "e_tot_ha": -1306.802795, "mol_weight_g_mol": 414.55}

[4]
{"formula": "CuH20O26S4Zn", "method": "ωB97M-V/def2-TZVPD", "species": ["Zn", "Cu", "S", "O", "O", "O", "O", "S", "O", "O", "O", "O", "S", "O", "O", "O", "O", "S", "O", "O", "O", "O", "O", "H", "H", "O", "H", "H", "O", "H", "H", "O", "H", "H", "O", "H", "H", "O", "H", "H", "O", "H", "H", "O", "H", "H", "O", "H", "H", "O", "H", "H"], "xyz": [[1.6238, 0.7771, 0.1161], [-2.6888, -0.7503, 2.7425], [4.3316, 1.3023, 1.5942], [5.5985, 1.2588, 0.8525], [3.9505, 2.7256, 1.7328], [3.3579, 0.5593, 0.7676], [4.5137, 0.7221, 2.9263], [-4.9751, 0.6704, 0.5592], [-4.7159, 1.9262, -0.2103], [-3.8569, 0.3567, 1.4903], [-6.1606, 0.8752, 1.3549], [-5.1278, -0.4146, -0.3626], [-0.4294, -0.8202, -0.0270], [-1.2303, -0.8440, 1.1957], [-0.2688, 0.5900, -0.3398], [0.9625, -1.0649, 0.2474], [-0.9874, -1.4943, -1.1603], [2.4505, 3.6524, -1.2088], [1.4106, 4.4023, -1.8902], [3.1893, 4.5138, -0.2650], [1.8756, 2.5458, -0.4846], [3.3766, 3.1536, -2.1544], [-2.1251, 2.1948, 1.0635], [-1.4737, 1.6012, 0.6898], [-2.9673, 1.8179, 0.8088], [0.9252, 1.6475, 1.9286], [0.8306, 1.3239, 2.8244], [0.7329, 2.5832, 1.9899], [3.1088, -2.3306, 0.5763], [2.2709, -1.9606, 0.2984], [3.6909, -1.5748, 0.6541], [0.8227, -3.3541, 2.2287], [0.8393, -2.5371, 1.7302], [1.7099, -3.7036, 2.1462], [-3.3492, -1.8708, -2.2086], [-2.5454, -1.7398, -1.7057], [-3.0535, -2.2328, -3.0439], [2.3215, 0.1226, -1.7188], [2.2907, -0.6834, -2.2343], [3.0442, 0.6226, -2.0981], [-1.0152, -0.2921, -3.5650], [-1.2734, -1.1334, -3.9414], [-0.9038, -0.4710, -2.6313], [-0.3358, -3.9128, -2.1644], [-0.9716, -3.9187, -2.8799], [-0.4664, -3.0677, -1.7343], [-1.4030, 2.1875, -2.1355], [-1.0093, 1.6602, -1.4404], [-1.7938, 2.9327, -1.6793], [-1.4299, -2.4668, 3.6156], [-0.7038, -2.9125, 3.1792], [-1.9674, -3.1748, 3.9707]], "atomic_forces_ev_per_a": [[0.79, 1.28, 0.58], [-0.37, 0.37, -1.49], [2.86, 2.85, 0.63], [0.76, -0.61, -0.45], [-0.83, -0.22, 0.07], [-0.15, -1.69, 0.17], [-0.65, -0.96, 0.56], [-1.03, 1.71, -1.85], [0.82, -0.43, 0.96], [1.58, -0.75, 1.80], [-2.21, 0.15, 1.82], [-0.24, -2.05, -1.12], [-2.76, 3.39, 2.62], [0.29, -1.95, -0.21], [-1.67, 2.78, -1.86], [2.28, -4.75, 1.17], [-0.01, -2.08, -0.74], [-1.12, -1.49, 0.21], [-0.31, 1.61, 0.30], [-0.05, 1.72, 0.60], [-1.04, 0.99, 0.43], [2.50, -0.94, -2.41], [1.12, 1.32, 0.53], [0.19, -0.16, -0.06], [-0.48, 0.04, -0.16], [-0.35, 0.04, 0.81], [0.13, -0.32, 0.06], [0.05, 0.34, -0.42], [1.00, -1.59, 0.12], [-0.27, 0.25, -0.17], [0.12, 0.69, 0.19], [-0.59, -0.69, 0.59], [0.17, 0.68, -0.49], [0.34, 0.22, -0.14], [-1.06, -0.73, -0.65], [0.20, 0.33, 0.46], [0.10, 0.03, -0.21], [0.33, -0.47, -1.31], [-0.32, -0.33, 0.13], [0.30, 0.72, 0.15], [0.36, 0.21, -1.33], [-0.07, -0.15, 0.10], [-0.11, 0.07, 0.45], [0.44, -1.24, -0.57], [-0.18, 0.09, 0.00], [-0.21, 0.86, 0.47], [-0.21, 0.65, -0.98], [0.13, -0.21, 0.29], [-0.18, -0.01, 0.30], [-1.13, 0.59, 0.81], [0.93, -0.07, -0.76], [-0.19, -0.06, 0.03]], "s_squared": 0.7607, "gap_ev": [4.7, 4.1], "charge": -4, "e_tot_ha": -6980.690559, "mol_weight_g_mol": 693.34, "multiplicity": 2}